7 unconnected molecules or ions with the total composition C15H37N12O12P. Source: the Open Molecules 2025 dataset; level of theory: ωB97M-V/def2-TZVPD.

Last column: Löwdin charge in e.
Cartesian coordinates (Å):
H -5.218 -6.079 -2.470  0.097
C -3.133 0.726 3.753  -0.069
H -4.203 -5.556 -4.530  0.098
H -3.320 -5.506 2.710  0.089
O -4.666 -3.199 0.985  0.014
H -2.447 3.715 3.049  0.092
N 9.471 0.253 -5.367  0.140
H -4.228 -6.694 -1.194  0.093
H 1.118 -5.911 -7.765  0.101
H 4.557 2.398 0.358  0.048
O -0.715 -5.185 -6.253  0.009
H -3.349 2.135 1.548  0.132
H -6.009 7.391 2.296  0.095
H -2.039 -1.379 1.697  0.076
H -0.381 2.663 0.390  0.038
H 6.020 3.220 -1.328  0.097
H 7.532 2.421 -1.559  0.082
P 1.381 3.731 0.965  0.458
C -0.412 3.097 3.107  -0.063
O 7.894 1.673 -4.566  0.017
C -4.380 6.486 3.247  -0.666
N -4.318 -6.367 -2.137  0.150
H -2.501 -5.742 -4.735  0.068
O 1.080 2.999 4.892  0.150
O -1.021 2.412 5.384  0.193
H -4.167 0.700 3.402  0.083
O 2.991 3.043 3.709  0.197
C -3.174 -6.308 -2.880  -0.676
H -0.541 -6.368 -4.120  0.061
H -2.988 -0.149 4.383  0.087
N -5.404 6.594 2.352  0.155
H 9.392 0.675 -6.272  0.097
H -1.195 0.423 2.823  0.130
H -3.014 1.634 4.329  0.057
H -1.841 1.794 0.757  0.095
N -2.969 -4.572 0.373  0.157
H 0.842 -7.331 -4.507  0.098
C -2.688 -0.512 1.621  -0.062
C 0.150 -6.005 -5.980  -0.678
C -2.289 1.959 1.740  -0.157
H 8.231 0.488 -2.399  0.072
H 1.098 5.751 1.678  0.094
H -4.615 -4.442 3.133  0.099
O 2.763 3.338 0.698  -0.237
H -3.705 -0.811 1.863  0.064
C -0.242 2.785 4.573  -0.370
H 5.034 1.005 1.262  0.103
H -5.550 5.826 1.725  0.105
H 9.448 -0.592 -2.966  0.094
N -3.319 -5.838 -4.153  0.172
H -2.337 -5.326 0.569  0.095
H -2.921 -4.126 -0.524  0.101
C -3.907 -4.114 1.254  -0.689
O 7.236 0.673 0.134  -0.008
N 8.809 0.156 -3.153  0.162
C 0.829 3.287 2.620  -0.070
C -1.721 3.241 2.393  -0.114
H -1.540 3.974 1.606  0.117
N -4.213 7.549 4.087  0.154
N 6.658 2.491 -1.074  0.155
C 8.670 0.754 -4.372  -0.686
H 1.843 -7.029 -6.664  0.091
O 1.106 5.292 0.830  -0.089
H 10.117 -0.500 -5.231  0.087
O -3.658 5.501 3.295  0.018
C 1.812 3.116 3.728  -0.427
N -3.938 -4.757 2.465  0.147
H -3.472 7.492 4.759  0.104
N 1.128 -6.360 -6.869  0.149
H -2.713 -0.194 0.579  0.075
C -2.221 0.654 2.527  -0.410
H -4.792 8.366 4.068  0.094
N 0.178 -6.629 -4.771  0.165
O -2.093 -6.642 -2.407  -0.003
C 6.419 1.557 -0.104  -0.685
O 0.341 3.120 -0.062  -0.083
N 5.235 1.677 0.547  0.166

Values from the calculation:
Kohn-Sham gap   7.9 eV
Charge   0
M   608.5 g mol⁻¹

***

A molecular structure, C35H104N2O19Pd at a distorted geometry. Source: the Open Molecules 2025 dataset; level of theory: ωB97M-V/def2-TZVPD.

Last column: Löwdin charge in e.
Cartesian coordinates (Å):
O 11.515 26.087 -5.729  -0.137
H 7.841 23.433 -11.228  0.086
C 3.254 22.627 -12.693  -0.127
H -1.786 13.777 -16.389  0.083
O 2.543 16.934 -7.384  -0.122
H -0.343 31.487 -10.828  0.073
H 1.827 17.371 -6.917  0.070
C 12.145 27.748 -11.279  -0.166
H 10.063 18.844 -7.574  0.064
H 1.521 29.430 -11.064  0.077
Pd 6.005 18.078 -6.903  0.035
H 7.649 21.828 -10.521  0.078
H 2.119 20.032 -12.619  0.086
C 5.345 23.810 -12.007  -0.182
H 3.775 14.443 -13.044  0.072
C -5.188 20.540 -19.603  -0.037
H 5.696 24.389 -9.588  0.086
H -0.797 20.911 -19.899  0.097
N -3.675 22.414 -18.801  -0.017
H -3.121 19.586 -18.291  0.106
H -2.574 15.386 -15.115  0.075
H 3.351 19.251 -11.856  0.080
C 2.499 21.665 -10.534  -0.031
H 2.802 15.627 -8.948  0.082
H 3.195 27.856 -7.651  0.073
H 1.331 16.640 -9.060  0.070
O 5.868 14.661 -12.522  -0.107
C 11.921 24.724 -6.103  -0.133
H -0.343 18.195 -3.630  0.070
H 12.199 26.433 -5.151  0.060
H -1.218 15.849 -16.098  0.073
H 2.512 20.851 -9.809  0.087
H 0.859 19.143 -2.846  0.078
H 1.230 30.804 -12.188  0.073
H 7.837 19.096 -13.501  0.073
H -5.414 20.287 -18.568  0.078
H 8.019 30.047 -9.893  0.075
H 3.518 29.267 -6.654  0.078
C -4.186 19.903 -13.881  -0.200
H 6.088 22.882 -8.795  0.086
H 10.552 17.736 -5.329  0.070
H 4.469 23.123 -9.257  0.065
O -4.743 23.418 -19.008  -0.041
O 8.347 31.694 -10.904  -0.126
H 2.184 22.819 -12.777  0.109
H 4.879 23.087 -4.655  0.069
H -5.297 18.393 -13.422  0.080
H -2.436 21.634 -21.378  0.068
H 3.735 20.000 -13.354  0.081
H -3.815 20.863 -13.523  0.079
H 3.353 24.271 -11.267  0.099
H 3.606 22.276 -13.663  0.110
H -3.881 20.642 -21.713  0.087
H 11.626 24.491 -7.126  0.074
H 6.129 15.452 -13.000  0.071
C -2.338 22.987 -18.450  -0.477
H -0.943 15.602 -14.394  0.084
H -3.640 24.275 -10.174  0.077
H -0.653 19.837 -18.582  0.106
O -4.871 19.120 -12.962  -0.102
O -2.999 18.613 -6.918  -0.130
H 11.122 17.717 -11.401  0.061
H -4.848 20.263 -14.668  0.071
C 3.506 21.456 -11.690  -0.485
H 3.704 21.138 -5.105  0.062
H 3.738 24.849 -12.925  0.106
H 12.622 16.281 -11.991  0.072
C -2.786 20.101 -19.191  -0.110
H -2.749 19.255 -19.877  0.111
C -1.265 21.848 -18.103  -0.147
H 10.695 25.075 -14.912  0.077
H 0.101 29.569 -12.081  0.072
H 8.673 17.994 -15.922  0.079
C -3.497 21.503 -21.166  -0.036
H 5.850 23.576 -12.943  0.112
H 6.647 31.146 -9.840  0.071
H 6.335 22.158 -4.631  0.072
O 13.301 26.993 -11.659  -0.118
H -0.816 19.738 -2.957  0.074
C -2.456 23.817 -17.136  -0.042
H 11.807 25.346 -16.875  0.072
H 6.890 30.230 -11.327  0.078
C 7.402 30.714 -10.496  -0.164
H 9.619 19.060 -4.783  0.069
H -2.505 23.652 -8.967  0.066
H -0.403 19.918 -5.281  0.065
C 8.110 18.716 -15.330  -0.196
H -3.918 19.943 -8.121  0.080
H 11.085 19.425 -5.522  0.068
O 11.570 17.501 -10.579  -0.124
H -5.902 21.275 -19.974  0.075
N 4.935 21.494 -11.263  -0.031
H 2.663 22.576 -9.959  0.063
H -2.939 17.657 -6.846  0.069
C 10.614 24.418 -15.778  -0.175
O 10.854 25.232 -16.905  -0.122
O 0.352 19.897 -4.688  -0.122
H -4.361 18.279 -8.551  0.075
H 7.437 22.124 -12.250  0.074
H 11.592 15.428 -10.948  0.070
H -1.299 21.511 -17.067  0.110
H 11.873 27.754 -10.223  0.076
C 3.184 20.163 -12.427  -0.047
H 11.313 27.555 -11.956  0.070
C -3.554 18.918 -8.193  -0.159
O 5.350 20.417 -10.397  -0.034
H 5.802 24.770 -11.770  0.114
H -2.902 24.777 -17.398  0.078
H -2.768 18.808 -8.940  0.071
O 4.653 20.993 -5.140  -0.131
H 13.004 24.609 -6.046  0.067
C 5.488 23.319 -9.592  -0.014
H 8.338 19.706 -15.724  0.075
H 3.182 27.708 -5.809  0.085
H -0.922 24.501 -19.211  0.097
H 11.291 23.564 -15.767  0.075
H 12.323 28.815 -11.412  0.071
H 5.177 21.933 -3.353  0.069
H 1.414 15.351 -7.882  0.071
H -4.015 22.401 -21.502  0.094
C 10.242 18.740 -5.618  -0.158
H -1.532 23.222 -20.376  0.071
O 8.407 18.497 -13.988  -0.104
C 4.793 14.092 -13.217  -0.188
H -1.502 24.016 -16.648  0.081
H -0.261 22.258 -18.216  0.116
H -3.382 19.377 -14.397  0.071
H -2.262 25.225 -9.576  0.070
C 2.980 28.320 -6.689  -0.191
C -0.016 19.225 -3.491  -0.167
H 5.086 14.160 -14.265  0.076
C -1.298 20.624 -18.974  -0.182
H 1.484 29.385 -7.240  0.076
C 2.007 16.115 -8.385  -0.180
C 12.260 16.290 -10.964  -0.154
O -3.941 24.987 -8.265  -0.122
O 1.630 28.587 -6.727  -0.122
H 8.291 31.708 -11.862  0.067
H 4.692 13.022 -13.039  0.075
H 9.656 23.903 -15.845  0.074
C 7.241 22.523 -11.255  -0.035
C 5.266 22.094 -4.427  -0.153
H 11.589 23.994 -5.365  0.069
H 1.470 21.639 -10.894  0.084
H -2.490 24.573 -19.855  0.089
C 3.816 24.021 -12.221  -0.132
O -1.343 13.904 -15.547  -0.101
C -1.504 15.227 -15.250  -0.214
C -3.765 21.226 -19.701  -0.486
H -3.038 23.342 -16.346  0.080
O 9.457 18.855 -6.829  -0.126
C 0.786 30.136 -11.450  -0.184
C -3.056 24.535 -9.291  -0.164
H -5.276 19.656 -20.235  0.081
O 0.231 30.865 -10.376  -0.110
H 7.078 18.472 -15.583  0.073
H -3.489 25.428 -7.541  0.073
C -1.745 23.854 -19.514  -0.045
C 5.722 22.744 -11.005  -0.493
H 13.258 26.186 -11.142  0.067
H 13.068 16.110 -10.254  0.076

Values from the calculation:
Kohn-Sham gap (alpha / beta)   6.1 / 5.7 eV
Charge   0
Expectation value of S²   2.0107
M   963.6 g mol⁻¹
Multiplicity   3